Entry 1:
The following is a quantum chemistry calculation of a molecular structure, C28H30BrClIN4O4Tl, from the Open Molecules 2025 dataset.

Each line ends with the Löwdin charge.
Positions of all 70 atoms, in Å:
Tl -0.880295 -1.692050 1.238464  0.991
Cl 5.218822 -0.795658 4.898596  0.688
C 3.562893 -1.015251 4.419363  -0.614
C 2.563201 -0.849463 5.332070  -0.169
C 1.213872 -1.021956 4.976162  -0.648
I -0.259160 -0.749075 6.410683  0.939
C 0.832851 -1.372538 3.691267  -0.431
O -0.406784 -1.559966 3.348686  -0.181
C 1.903122 -1.539817 2.734437  -0.144
N 1.537214 -1.870159 1.475321  0.047
C 2.443338 -2.028580 0.541086  -0.111
C 3.814959 -1.884725 0.799726  -0.028
C 4.218907 -1.554295 2.063990  -0.007
C 3.261073 -1.365625 3.081930  -0.165
H 2.809854 -0.577945 6.349234  0.093
H 2.083759 -2.268739 -0.452694  0.083
H 4.527879 -2.027421 0.000360  0.110
H 5.266814 -1.429203 2.298923  0.094
C 0.409156 2.708081 -5.161728  -0.049
C -0.763861 3.089304 -4.247370  -0.560
C -0.757843 4.607780 -4.074068  -0.068
C -2.083952 2.690264 -4.922405  -0.048
C -0.634520 2.355263 -2.913659  -0.175
C -0.626130 0.971252 -2.890262  -0.094
C -0.521945 0.304492 -1.685269  -0.504
Br -0.457491 -1.610698 -1.763308  0.881
C -0.437931 0.938482 -0.438729  -0.369
O -0.347425 0.305607 0.710754  -0.212
C -0.421231 2.358846 -0.465226  -0.076
C -0.518577 3.009299 -1.687182  0.031
C -0.294512 3.137940 0.846475  -0.528
C -1.499438 2.846347 1.754742  -0.031
C 1.011948 2.754429 1.561309  -0.034
C -0.255864 4.650853 0.611984  -0.073
H 0.322871 3.219971 -6.123164  0.083
H 0.434145 1.634793 -5.355158  0.076
H 1.360332 2.989328 -4.706466  0.090
H -0.857379 5.083981 -5.051217  0.085
H 0.173400 4.959700 -3.625986  0.087
H -1.589041 4.946422 -3.452696  0.088
H -2.188862 3.199923 -5.883220  0.083
H -2.935188 2.959646 -4.294929  0.091
H -2.130613 1.615991 -5.105711  0.076
H -0.695535 0.395964 -3.804201  0.099
H -0.509026 4.087707 -1.685226  0.083
H -1.570280 1.789558 1.998771  0.074
H -2.426766 3.153831 1.266357  0.092
H -1.403283 3.410947 2.685404  0.086
H 1.039906 1.693400 1.800305  0.068
H 1.101976 3.321414 2.491062  0.086
H 1.873946 2.995199 0.934451  0.090
H -1.172709 5.016411 0.144593  0.086
H 0.593500 4.947728 -0.007100  0.087
H -0.154513 5.153254 1.575273  0.085
O -2.883764 -2.767731 2.075273  -0.055
C -3.549535 -2.074760 1.281586  -0.518
O -3.016821 -1.276268 0.459417  -0.094
H -4.643830 -2.154016 1.279905  0.143
N -2.040895 -6.643285 -1.304868  0.139
C -1.307012 -6.018481 -0.340019  -0.353
C -1.341816 -4.619932 -0.186076  -0.076
N -0.588397 -4.027088 0.717947  0.001
C 0.199568 -4.771013 1.498898  -0.096
C 0.217968 -6.142486 1.336635  -0.091
N -0.522835 -6.767945 0.428648  0.136
H -2.832615 -6.163925 -1.696364  0.101
H -2.121173 -7.642499 -1.213096  0.104
H -1.986748 -3.995585 -0.794408  0.101
H 0.792902 -4.263994 2.245827  0.111
H 0.845438 -6.761264 1.965924  0.115

Forces on atoms 1 to 2 (eV/Å):
Tl -0.1 0.0 0.2
Cl 0.0 0.0 0.0

Properties
E = -5109.3899 a.u.


Entry 2:
The following is a quantum chemistry calculation of a molecular structure, C23H45BrGeNO6PRbS2 in a non-equilibrium geometry, from the Open Molecules 2025 dataset.

Each line ends with the Löwdin charge.
Positions of all 81 atoms, in Å:
Rb -0.493787 -0.031496 -1.154701  0.744
C -3.221225 1.938440 2.524915  -0.057
C -1.907552 1.502481 1.864534  -0.727
C -1.535429 0.104809 2.374076  -0.041
C -0.807884 2.503915 2.229628  -0.034
O -2.004962 1.499004 0.460839  -0.470
Ge -3.472861 0.932939 -0.618755  0.949
O -2.507977 1.321315 -2.229231  -0.484
C -2.413394 2.584488 -2.846535  -0.733
C -2.297713 2.349610 -4.355374  -0.035
C -3.649866 3.450970 -2.571859  -0.072
C -1.171549 3.333490 -2.339423  -0.039
O -2.989426 -0.929540 -0.592059  -0.472
C -3.813804 -2.022838 -0.909315  -0.736
C -3.297916 -3.224593 -0.110991  -0.036
C -5.280011 -1.766313 -0.535836  -0.072
C -3.721994 -2.318421 -2.413112  -0.040
H -3.102862 2.028201 3.606570  0.083
H -4.003946 1.205936 2.316384  0.067
H -3.538271 2.902488 2.123808  0.085
H -1.520702 0.083689 3.465240  0.084
H -0.550942 -0.177609 1.994910  0.022
H -2.269585 -0.614705 2.007351  0.077
H -0.621509 2.502853 3.306573  0.081
H -1.104889 3.508267 1.923872  0.088
H 0.115998 2.241540 1.708853  0.058
H -3.173890 1.801272 -4.705091  0.086
H -1.410002 1.752393 -4.576574  0.071
H -2.232911 3.298434 -4.891963  0.083
H -4.554058 2.915646 -2.865408  0.081
H -3.596861 4.387424 -3.129918  0.083
H -3.711879 3.684077 -1.506613  0.066
H -0.256697 2.800401 -2.616080  0.073
H -1.225243 3.401549 -1.250775  0.075
H -1.127035 4.340292 -2.758716  0.085
H -3.475908 -3.069945 0.954723  0.082
H -2.223444 -3.335242 -0.272389  0.079
H -3.800348 -4.142613 -0.423813  0.085
H -5.347081 -1.439730 0.503424  0.080
H -5.871150 -2.675860 -0.656685  0.082
H -5.698050 -0.986411 -1.174212  0.064
H -2.762925 -2.785759 -2.654643  0.048
H -3.797514 -1.378020 -2.963313  0.083
H -4.521097 -2.986062 -2.740683  0.084
O 3.848380 -1.655397 -7.109139  0.088
C 3.274072 -1.175269 -5.990911  -0.312
C 3.917349 -0.307673 -5.111407  0.001
C 3.230136 0.125992 -3.994226  -0.123
N 1.986177 -0.250611 -3.702439  0.021
C 1.406058 -1.082326 -4.545231  -0.727
Br -0.342337 -1.643409 -4.067158  0.779
C 1.972397 -1.571854 -5.704559  -0.035
H 4.750263 -1.331387 -7.193947  0.115
H 4.932533 0.020627 -5.297612  0.116
H 3.692912 0.811321 -3.294046  0.117
H 1.438067 -2.238409 -6.364995  0.118
C 2.592656 2.096695 4.256088  -0.070
C 2.839662 0.667960 4.711051  -0.427
C 1.551136 -0.115635 4.903960  -0.043
O 3.727786 -0.077828 3.835014  -0.295
P 3.901773 -0.025933 2.245356  -0.194
S 4.943410 1.546530 1.640836  0.456
S 2.203735 -0.118305 1.215223  0.391
O 4.842037 -1.281614 2.003040  -0.310
C 4.752915 -2.635189 2.527197  -0.423
C 5.420904 -2.724684 3.891351  -0.046
C 3.338610 -3.191381 2.544757  -0.060
H 1.992077 2.613428 5.003891  0.090
H 2.053433 2.107875 3.309227  0.048
H 3.533465 2.630537 4.128389  0.064
H 3.386925 0.688675 5.655612  0.142
H 1.040274 -0.221539 3.949729  0.046
H 0.897195 0.410722 5.599597  0.090
H 1.762106 -1.107200 5.307407  0.083
H 5.346860 -3.202704 1.809542  0.141
H 4.795101 -2.271050 4.656961  0.074
H 6.377987 -2.203547 3.870676  0.088
H 5.594315 -3.770448 4.146143  0.086
H 2.711648 -2.628503 3.237431  0.067
H 3.368452 -4.230859 2.872209  0.090
H 2.889653 -3.148402 1.553368  0.072

Forces on atoms 1 to 2 (eV/Å):
Rb 1.0 -0.2 0.0
C 0.0 -0.1 -0.2

Properties
E = -7222.4781 a.u.
2S+1 = 2


Entry 3:
The following is a quantum chemistry calculation of a gas-phase ion, C6H8NS (charge -1) in a non-equilibrium geometry, from the Open Molecules 2025 dataset.

Each line ends with the Löwdin charge.
Positions of all 16 atoms, in Å:
C -0.241742 1.620382 0.489724  -0.214
C 0.782451 0.882873 0.193921  -0.158
C -0.795197 -0.905117 -0.769712  -0.129
C -1.730832 -0.205384 -0.237500  -0.953
C 2.208410 1.031553 0.304514  -0.201
C -0.308817 -2.243873 -0.651882  -0.180
N -1.541895 1.006555 0.272024  -0.076
S -3.364190 -0.613319 -0.731250  0.320
H -0.391924 2.650918 1.133632  0.132
H 2.731370 1.250786 -0.578460  0.030
H 2.577383 1.843066 0.978908  0.062
H 2.815793 0.206157 0.730697  0.059
H -1.159518 -2.934443 -0.822983  0.071
H 0.650590 -2.564640 -1.227757  0.081
H 0.154766 -2.516961 0.331911  0.067
H -2.386647 1.491447 0.584214  0.089

Forces on atoms 1 to 2 (eV/Å):
C -2.2 1.0 1.8
C -0.9 -2.1 -1.0

Properties
Charge = -1
E = -686.2130 a.u.


Entry 4:
The following is a quantum chemistry calculation of 4 unconnected molecules or ions with the total composition C37H69F4N2O15P3 in a non-equilibrium geometry, from the Open Molecules 2025 dataset.

Each line ends with the Löwdin charge.
Positions of all 130 atoms, in Å:
C -2.697402 5.617521 -0.138648  -0.128
C -1.777078 6.891046 0.035277  -0.244
C -0.311290 6.490603 -0.453209  -0.209
C 0.729090 7.387133 0.335737  -0.205
C 1.551662 6.627715 1.445898  -0.193
C 0.691105 5.784546 2.462695  -0.164
C 1.463838 4.407010 2.773298  -0.114
C 1.007342 3.400206 1.651673  -0.111
C 1.733317 3.431860 0.367080  0.043
C 1.374693 2.550040 -0.757457  -0.180
F 2.015862 2.571602 -1.955717  0.074
C 0.284174 1.633611 -0.539678  0.017
C -0.426737 1.572557 0.764241  0.011
C -0.106597 2.444373 1.876090  -0.050
C -0.868359 2.341465 3.229287  -0.093
O -2.141331 1.681530 3.163673  0.033
C -3.187058 2.553905 3.048608  -0.615
F -4.291053 1.796172 2.727049  0.131
F -3.034800 3.453285 2.037146  0.135
F -3.489275 3.146731 4.245715  0.148
C -1.475141 0.420420 0.567030  -0.330
O -1.912389 -0.391545 1.311133  0.173
N -1.754491 0.549641 -0.864601  0.016
C -2.568730 1.746964 -1.222931  -0.199
N -3.935280 1.325602 -1.639058  -0.096
C -3.999495 1.242928 -3.129399  -0.119
C -0.410616 0.564156 -1.445901  -0.338
O -0.000462 -0.114553 -2.332616  0.158
H -3.569785 5.650429 0.572767  0.074
H -2.069281 4.725476 0.149767  0.039
H -3.020411 5.443448 -1.197448  0.077
H -2.172886 7.763980 -0.536730  0.109
H -1.693694 7.138586 1.122986  0.095
H -0.112655 5.392690 -0.379857  0.084
H -0.268752 6.767182 -1.546308  0.111
H 0.178215 8.284618 0.734234  0.109
H 1.460374 7.785371 -0.418084  0.105
H 2.073018 7.423734 2.054120  0.117
H 2.360773 6.056970 0.931598  0.091
H -0.308117 5.472876 2.040004  0.097
H 0.462874 6.330511 3.413558  0.115
H 1.130554 4.000884 3.766885  0.107
H 2.574632 4.541084 2.724987  0.126
H 2.594205 4.120404 0.189377  0.110
H -1.069071 3.403534 3.563759  0.135
H -0.184004 1.920640 4.015155  0.157
H -2.719342 2.440221 -0.351211  0.116
H -2.055901 2.366241 -2.019609  0.143
H -4.522024 2.109040 -1.327356  0.094
H -4.621132 0.339928 -3.380585  0.082
H -2.954926 1.074159 -3.514355  0.080
H -4.431625 2.182795 -3.569278  0.083
C 3.233990 -2.342725 -3.145978  -0.078
C 3.608767 -3.793796 -3.391624  -0.294
O 3.304933 -4.619599 -2.278052  -0.222
P 1.718130 -4.867960 -1.878517  0.667
O 1.348593 -5.751466 -3.050490  -0.228
O 1.936002 -6.092532 -0.790014  -0.217
C 1.397903 -7.388900 -1.046888  -0.294
C 2.356721 -8.249496 -1.851814  -0.076
O 1.934277 -3.821409 -0.557768  -0.191
C 1.013593 -2.735209 -0.414432  -0.310
C -0.431867 -3.122249 -0.661151  -0.068
H 2.145184 -2.223453 -3.142063  0.065
H 3.634561 -1.695545 -3.928264  0.081
H 3.610733 -2.001721 -2.179023  0.073
H 3.112264 -4.174925 -4.289092  0.110
H 4.686138 -3.864465 -3.554118  0.118
H 0.426036 -7.305064 -1.536769  0.089
H 1.213135 -7.864323 -0.080373  0.115
H 2.806973 -7.711214 -2.686634  0.069
H 1.845587 -9.131065 -2.246034  0.077
H 3.184609 -8.584201 -1.222233  0.074
H 1.302982 -1.919411 -1.081357  0.076
H 1.114201 -2.360863 0.608692  0.118
H -0.573205 -3.515515 -1.675787  0.074
H -1.083111 -2.254136 -0.546101  0.066
H -0.750139 -3.897611 0.037756  0.095
C 4.948515 3.000100 -1.241023  -0.074
C 6.099493 3.443440 -0.358270  -0.286
O 5.858114 3.166454 1.013377  -0.223
P 5.795907 1.590136 1.508146  0.657
O 7.255386 1.236874 1.339734  -0.224
O 5.818439 1.832492 3.141342  -0.220
C 6.907815 1.346926 3.925844  -0.294
C 8.044973 2.351468 3.996743  -0.077
O 4.107175 1.712107 1.628145  -0.194
C 3.299719 0.744147 0.954253  -0.297
C 3.804623 -0.679552 1.092677  -0.053
H 4.907315 1.906982 -1.295999  0.077
H 5.064609 3.378140 -2.258122  0.090
H 3.995717 3.349739 -0.842488  0.035
H 7.034814 2.974394 -0.677633  0.112
H 6.224718 4.524577 -0.446060  0.119
H 7.247912 0.382188 3.545228  0.103
H 6.528600 1.161513 4.933775  0.114
H 8.274593 2.797242 3.028238  0.070
H 8.952012 1.880613 4.382773  0.078
H 7.778284 3.179092 4.658349  0.074
H 3.212958 1.010083 -0.101639  0.089
H 2.295335 0.814118 1.382764  0.111
H 4.817123 -0.788159 0.684364  0.077
H 3.150541 -1.365387 0.551895  0.058
H 3.841799 -0.978250 2.141527  0.094
C -5.824116 -2.209580 1.414080  -0.076
C -4.479783 -2.717560 0.927122  -0.298
O -4.524146 -4.080048 0.531501  -0.221
P -5.395902 -4.526625 -0.797722  0.651
O -4.537583 -3.888647 -1.866936  -0.233
O -4.805509 -6.060955 -0.944074  -0.215
C -4.062048 -6.418142 -2.107911  -0.290
C -2.597475 -6.064804 -1.933261  -0.076
O -6.581866 -5.185484 0.222298  -0.190
C -7.940337 -4.790207 0.034076  -0.301
C -8.367110 -4.739182 -1.420254  -0.086
H -6.523178 -2.113513 0.575630  0.066
H -5.727136 -1.226858 1.878786  0.075
H -6.263074 -2.900137 2.137410  0.083
H -4.109199 -2.102773 0.101721  0.105
H -3.754449 -2.651173 1.739708  0.115
H -4.482268 -5.944169 -2.996807  0.103
H -4.171823 -7.495129 -2.257106  0.115
H -2.475371 -5.071459 -1.499618  0.048
H -2.065770 -6.089655 -2.887837  0.084
H -2.107103 -6.758698 -1.245755  0.075
H -8.109089 -3.821861 0.509731  0.097
H -8.560127 -5.517151 0.565148  0.123
H -7.758067 -4.028202 -1.991546  0.068
H -9.409131 -4.424791 -1.497850  0.083
H -8.256359 -5.717143 -1.891137  0.086

Forces on atoms 1 to 2 (eV/Å):
C 0.3 0.1 0.6
C 0.4 -1.8 -0.2

Properties
E = -4112.7487 a.u.
SMILES = CCCCCCCc1cc(F)c2c(c1COC(F)(F)F)C(=O)N(CNC)C2=O.CCOP(=O)(OCC)OCC.CCOP(=O)(OCC)OCC.CCOP(=O)(OCC)OCC